Entry 1:
Molecular formula: C27H42Cl2FIN4O3P
Method: DFT, the ωB97M-V functional and the def2-TZVPD basis

Geometry as XYZ:
```
81
Properties=species:S:1:pos:R:3:forces:R:3
C 9.5453 -1.4906 1.0990 0.1 0.1 -0.3
C 8.1585 -1.5995 0.4931 -0.2 0.0 0.1
C 6.9855 -1.9548 1.4477 0.2 -0.1 -0.1
Cl 7.4166 -2.1018 3.1790 0.0 0.0 0.2
C 5.7963 -1.0415 1.3175 0.3 0.1 0.1
C 5.8040 0.3374 1.6152 -0.1 0.0 -0.1
Cl 7.3141 0.9831 2.0962 0.3 0.1 0.0
C 4.6917 1.1478 1.5139 -0.3 0.0 0.1
P 4.9682 2.8420 2.1433 0.0 0.6 -0.6
O 5.3224 3.8241 1.0924 -0.1 -0.1 0.1
C 3.4807 0.5989 0.9440 0.0 0.0 0.0
C 2.3149 1.3546 0.5819 0.8 0.2 0.2
C 2.2628 2.8531 0.6466 0.3 0.2 0.0
C 1.6054 3.3789 1.9048 -0.2 -0.2 0.4
O 0.9436 2.6808 2.6321 0.3 0.2 -0.2
C 1.1976 0.7409 0.1132 -0.4 -0.3 -0.2
C -0.0371 1.5443 -0.1574 -0.3 0.3 0.0
C -0.2758 2.0272 -1.6359 -0.1 0.6 0.0
N -0.5343 3.4791 -1.6944 0.3 -0.3 0.0
N 0.9004 1.7189 -2.4339 -0.1 -0.3 0.0
N -1.4402 1.3836 -2.1845 -0.1 0.1 0.3
N 1.1782 -0.6193 -0.0992 0.2 -0.4 0.0
C -0.0584 -1.2313 -0.6414 -0.5 -0.2 -0.1
C -0.0548 -1.4556 -2.1485 0.0 0.2 -0.1
C -1.4547 -1.7704 -2.6885 0.0 -0.4 0.0
C -2.3110 -2.7309 -1.8370 -0.1 0.1 -0.2
C -3.5242 -2.0411 -1.2209 0.2 -0.1 -0.1
C -4.3630 -2.9611 -0.3408 0.1 0.2 0.0
C -5.2670 -2.2305 0.6537 0.0 0.0 -0.4
C -6.0022 -1.0153 0.0768 -0.3 0.1 0.1
C -7.3809 -0.7817 0.7195 0.2 0.1 0.1
C -7.7378 0.6755 0.9929 -0.2 0.0 0.0
O -8.7967 1.0517 0.1365 0.1 0.0 -0.2
C -9.2100 2.3844 0.3239 -0.1 0.0 0.0
C 2.2572 -1.3818 0.1487 -0.3 0.0 0.0
I 2.0924 -3.4430 -0.1723 -0.6 0.0 -0.2
C 3.4372 -0.8045 0.6588 0.0 0.5 0.1
C 4.6214 -1.5563 0.9039 -0.3 0.0 -0.1
F 4.5965 -2.8591 0.6773 0.2 -0.3 0.0
H 9.7845 -2.3510 1.7144 0.0 0.0 0.2
H 9.6744 -0.5746 1.6665 0.0 0.0 0.2
H 10.2689 -1.4600 0.2871 0.1 0.0 -0.1
H 7.9027 -0.6797 -0.0289 0.1 0.1 -0.1
H 8.1748 -2.3850 -0.2595 0.0 -0.1 -0.1
H 6.6551 -2.9506 1.1958 0.0 -0.1 0.0
H 3.8359 3.1689 2.8875 -0.4 -0.2 0.1
H 5.8955 2.6953 3.1651 0.0 -0.2 0.2
H 3.2263 3.3233 0.4490 0.2 0.0 0.2
H 1.6404 3.2393 -0.1612 0.0 0.1 -0.1
H 1.7149 4.4569 2.1032 0.1 0.1 -0.1
H -0.9150 1.0297 0.2182 -0.1 0.0 0.0
H 0.0140 2.4292 0.4603 -0.1 -0.2 0.0
H 0.3115 4.0277 -1.6028 0.0 0.1 0.1
H -1.2043 3.7829 -0.9997 -0.2 0.0 -0.1
H 1.6972 2.2753 -2.1537 0.1 0.1 -0.1
H 0.7017 1.9267 -3.4049 0.1 0.2 -0.1
H -1.3193 1.0477 -3.1267 -0.1 0.1 0.0
H -1.8523 0.6752 -1.6034 0.0 0.0 -0.1
H -0.2568 -2.1324 -0.0751 0.2 -0.2 0.0
H -0.8959 -0.5895 -0.4148 0.2 0.1 0.2
H 0.3263 -0.5463 -2.6117 0.1 -0.1 0.0
H 0.6044 -2.2627 -2.4417 0.3 -0.2 0.2
H -2.0191 -0.8563 -2.8658 -0.1 -0.1 0.0
H -1.3082 -2.2223 -3.6668 0.0 0.1 -0.2
H -2.6725 -3.5292 -2.4828 0.0 -0.2 0.0
H -1.7248 -3.2145 -1.0558 0.1 -0.1 0.0
H -3.1952 -1.1580 -0.6620 0.0 0.1 0.1
H -4.1289 -1.6786 -2.0519 -0.1 0.3 0.0
H -4.9683 -3.5981 -0.9854 0.0 -0.1 -0.1
H -3.6865 -3.6147 0.2124 0.0 -0.2 0.1
H -4.6618 -1.9111 1.5022 -0.1 0.0 0.2
H -6.0132 -2.9329 1.0195 0.0 -0.1 0.2
H -6.1350 -1.1249 -0.9984 0.0 0.0 -0.1
H -5.4084 -0.1155 0.2326 0.2 0.0 -0.1
H -8.1645 -1.1730 0.0754 -0.1 -0.1 0.0
H -7.4391 -1.3326 1.6567 0.0 -0.1 0.1
H -8.0433 0.8081 2.0365 -0.1 0.0 0.1
H -6.8818 1.3380 0.8252 0.1 0.1 0.0
H -9.9301 2.4645 1.1409 0.0 0.0 0.1
H -9.6827 2.7271 -0.5916 -0.1 0.0 -0.1
H -8.3643 3.0414 0.5384 0.1 0.1 0.0
```
Positions in Å, forces in eV/Å.

The total energy comes out at -3157.783693 a.u. The SMILES is CC[C@@H](Cl)c1c(Cl)c([PH2]=O)c2c(CC=O)c(CC(N)(N)N)[n+](CCCCCCCCCCOC)c(I)c2c1F. As for the lowest unoccupied orbital energy: -4.4 eV. Its net charge is +1.

Entry 2:
Molecular formula: C7H15NO3P
Method: DFT, the ωB97M-V functional and the def2-TZVPD basis

Geometry as XYZ:
```
27
Properties=species:S:1:pos:R:3:forces:R:3
C 0.5844 1.9751 -0.6163 -0.1 0.5 -0.2
C 0.3773 0.6894 -0.4421 -0.4 -0.3 0.1
C -0.5428 2.9356 -0.8427 -0.1 0.0 0.2
C 0.7784 -0.4213 2.3267 0.2 0.0 -0.2
C 0.7385 -1.6304 -2.1060 0.0 -0.1 0.3
C 1.8131 -0.2632 1.2076 0.1 0.1 0.5
C 0.8116 -1.6305 -0.5836 0.0 -0.3 -0.4
N 1.2547 -0.3248 -0.1267 -0.1 0.2 -0.1
O -3.5642 0.8803 0.7202 0.5 0.4 0.3
O -2.5817 -1.4770 0.9301 0.1 0.5 -1.0
O -3.4433 -0.6184 -1.3749 0.4 -0.4 -0.4
P -2.8522 -0.1404 -0.1039 -0.2 -0.5 0.9
H 1.5900 2.4173 -0.6450 0.0 -0.3 0.0
H -1.4833 2.3894 -0.7827 -0.1 0.1 0.0
H -0.4676 3.4162 -1.8206 0.0 0.1 -0.1
H -0.5456 3.7224 -0.0837 -0.1 0.1 0.0
H 0.0063 0.3359 2.2056 -0.1 0.0 0.1
H 0.3114 -1.4034 2.2822 -0.1 -0.1 0.0
H 1.2517 -0.2992 3.3010 0.0 0.0 0.1
H 0.4613 -2.6161 -2.4732 -0.1 -0.1 -0.1
H -0.0157 -0.9131 -2.4175 -0.1 0.0 -0.1
H 1.6980 -1.3430 -2.5341 0.1 0.0 0.0
H 2.5841 -1.0409 1.3014 -0.1 0.1 -0.1
H 2.2989 0.7136 1.3088 0.0 -0.2 0.0
H 1.5304 -2.3815 -0.2340 -0.1 0.1 0.0
H -0.1872 -1.8731 -0.1913 0.1 0.0 0.1
H -2.4066 -1.0991 1.7945 0.0 0.2 0.2
```
Positions in Å, forces in eV/Å.

The total energy comes out at -897.574618 a.u. The calculation puts the relative energy (zero: lowest compared OMol25 entry of this formula, charge and spin) at 99.53 kcal/mol. As for the lowest unoccupied orbital energy (alpha / beta): 3.4 / 3.3 eV. Its net charge is -1.

Entry 3:
Molecular formula: C5H6N
Method: DFT, the ωB97M-V functional and the def2-TZVPD basis

Geometry as XYZ:
```
12
Properties=species:S:1:pos:R:3:forces:R:3
C -0.0740 0.1636 -0.4267 1.6 2.7 1.4
C -1.0676 -1.4519 -2.2400 0.6 0.4 0.5
C -0.7245 -2.1581 -0.9742 -0.9 -2.2 1.0
C 0.1981 0.8553 0.8912 -3.2 -1.2 0.9
C 0.6873 1.4328 -0.3480 0.7 -0.4 -2.1
N -0.5575 -0.7543 -1.1327 -0.7 0.3 -0.3
H -1.5558 -2.6817 -0.4033 0.9 0.9 -0.8
H 0.2732 -2.5243 -0.7590 -0.1 -0.7 -0.3
H -0.7907 1.2805 1.1978 0.9 -0.5 0.4
H 0.8198 0.4133 1.6776 -0.2 0.3 -0.4
H 1.7478 1.2342 -0.4236 0.3 0.3 -0.7
H 0.2989 2.3039 -0.8667 0.1 0.1 0.4
```
Positions in Å, forces in eV/Å.

The total energy comes out at -248.350479 a.u. The calculation puts the relative energy (zero: lowest compared OMol25 entry of this formula, charge and spin) at 166.42 kcal/mol. As for the lowest unoccupied orbital energy: -6.8 eV. Its net charge is +1.

Entry 4:
Molecular formula: C31H64BBr2F3NO28PS7
Method: DFT, the ωB97M-V functional and the def2-TZVPD basis

Geometry as XYZ:
```
138
Properties=species:S:1:pos:R:3:forces:R:3
C 4.1789 -0.1898 2.0796 0.5 0.5 0.3
O 4.6216 -0.6817 0.7781 -2.2 -0.5 0.9
C 3.5170 -1.2640 0.0151 0.0 0.6 -1.9
C 3.5070 -0.5642 -1.4732 -0.2 -0.1 0.7
C 3.6972 1.0663 -1.4030 0.8 -1.0 -1.1
C 3.0189 1.6681 -2.7600 0.9 0.9 0.3
C 1.7631 2.6555 -2.5076 0.5 -0.2 0.5
C 0.7435 2.1454 -1.3472 -0.6 -0.1 -1.0
C -0.7760 2.1686 -1.9501 0.6 -0.1 -1.1
C -1.8145 1.1935 -1.2054 0.7 -0.1 -1.9
P -2.2176 1.5423 0.6105 -0.8 -0.5 -0.1
C -4.1158 1.6200 1.0051 -1.4 0.2 -0.7
C -4.9783 0.5164 0.1280 -1.0 1.1 -0.3
C -6.2459 1.2956 -0.5892 -0.6 -0.6 1.0
S -5.6753 2.1755 -2.1304 -0.2 -0.2 -0.3
C -2.0681 3.4362 0.4540 0.5 2.1 -0.6
C -2.6475 4.3055 1.6875 -1.1 0.3 -0.8
C -1.7306 5.5720 2.1264 -0.7 -0.1 -0.3
F -0.8926 6.1066 1.0756 -1.6 -1.5 2.5
Br -3.0480 7.0539 2.5584 0.8 -0.8 -0.3
C -0.8764 5.3523 3.4829 0.1 2.1 1.7
F -0.6797 6.6923 4.0627 -0.2 -3.5 -1.1
F -1.5848 4.6031 4.5127 1.8 1.9 -3.0
Br 0.9865 4.6654 3.1641 -2.0 0.3 0.3
C -2.1560 -0.3750 0.9075 0.0 -1.8 0.8
C -2.7156 -0.8537 2.3462 0.7 -2.3 -1.2
O -1.6037 -1.4961 3.0959 -0.3 0.0 -1.0
C -3.8286 -2.0647 2.1746 0.4 0.9 0.4
N -4.8995 -1.8357 3.2192 0.5 0.3 -0.7
B -0.8566 1.6532 2.0105 1.5 -0.2 2.9
O 0.5687 1.4957 1.7893 -2.3 -1.4 -0.1
O -1.2642 1.8669 3.4128 1.9 -0.3 -2.5
H 5.0201 -0.4290 2.8382 -1.4 0.6 -1.2
H 3.2168 -0.6873 2.4788 1.4 0.7 -0.8
H 4.0185 0.9646 1.9707 0.2 -2.0 0.5
H 2.4716 -1.0526 0.4670 1.7 -0.4 -0.3
H 3.6909 -2.3998 -0.0907 -0.4 1.7 0.3
H 2.4750 -0.7695 -1.9768 1.8 0.1 0.9
H 4.3245 -1.0424 -2.1517 -1.6 1.0 1.5
H 3.3069 1.5393 -0.4279 0.5 -0.8 -1.5
H 4.8512 1.2452 -1.4729 -2.2 -0.2 0.4
H 3.8470 2.3168 -3.2712 -1.6 -1.2 0.7
H 2.7928 0.7941 -3.4832 0.0 1.6 1.3
H 2.1734 3.6945 -2.1559 -0.7 -1.9 -0.8
H 1.2109 2.7913 -3.5095 0.8 -0.1 1.6
H 0.8967 2.8357 -0.4404 -0.5 -1.3 -1.2
H 0.9433 1.0276 -1.0565 -0.1 2.1 -0.5
H -0.6537 1.7322 -3.0338 -0.3 0.6 2.0
H -1.1677 3.2559 -2.1415 0.7 -2.0 0.7
H -1.3869 0.1091 -1.3216 -0.7 2.1 0.4
H -2.7946 1.1868 -1.8498 1.5 0.2 1.4
H -4.5820 2.6409 0.6642 1.3 -1.7 0.7
H -4.3330 1.5520 2.1386 0.4 -0.1 -1.9
H -5.4769 -0.2872 0.7986 1.2 1.2 -1.2
H -4.3686 0.0767 -0.7513 -0.9 0.4 1.8
H -7.0597 0.5193 -0.8563 1.3 1.4 0.4
H -6.6798 2.0995 0.1420 0.7 -1.6 -1.4
H -6.6750 2.0719 -3.0956 0.5 -0.2 1.3
H -0.9310 3.6860 0.3768 -1.9 -0.5 -0.1
H -2.5784 3.7732 -0.5417 0.9 -0.2 1.8
H -2.9666 3.6757 2.6177 1.0 1.2 -1.5
H -3.6506 4.7739 1.3040 2.0 -0.8 0.8
H -1.0196 -0.6719 0.8879 -1.9 0.5 -0.1
H -2.6483 -0.9957 0.0716 0.7 0.8 1.3
H -3.1121 -0.0231 3.0337 0.7 -1.3 -1.1
H -1.2743 -2.2645 2.5440 -0.7 1.4 0.8
H -4.2391 -2.1117 1.0994 0.3 0.2 1.8
H -3.3022 -3.0908 2.3636 -0.9 1.9 -0.2
H -5.4284 -0.9660 2.9772 0.7 -1.0 0.2
H -4.3921 -1.6125 4.0966 -0.5 -0.3 -0.7
H 0.7070 0.6545 1.2634 0.0 1.6 0.6
H -0.4269 1.7966 3.9481 -1.1 0.1 -0.7
O -5.2076 3.1355 9.4454 1.0 -1.0 0.0
S -4.0824 2.3263 9.0716 0.0 0.3 -0.1
O -3.8806 0.9922 9.5666 -0.4 1.0 -0.4
O -2.7291 3.1866 9.3342 -1.0 -0.3 -0.2
C -2.0014 3.3172 8.1125 0.4 -0.3 -0.5
C -3.0495 3.2618 7.0102 0.2 0.7 -0.1
O -3.9986 2.2898 7.4486 0.2 -0.5 1.0
H -1.3060 2.4757 8.0387 0.0 0.1 0.0
H -1.4400 4.2532 8.1012 -0.2 -0.1 0.2
H -2.6247 2.9782 6.0462 -0.2 -0.2 0.2
H -3.5686 4.2200 6.9108 0.1 0.0 0.0
O 4.6085 -1.4178 -4.2429 0.8 0.9 -0.4
S 5.4487 -0.3347 -4.6706 0.2 0.8 0.4
O 6.4612 0.2436 -3.8371 -5.2 3.6 -3.1
O 4.4934 0.8574 -5.2310 0.1 -0.9 -0.5
C 4.8281 1.1393 -6.5888 0.4 0.2 -0.3
C 5.3678 -0.1687 -7.1526 -0.6 0.0 -0.3
O 6.1263 -0.7469 -6.0907 0.0 0.5 0.6
H 5.5964 1.9183 -6.5956 0.0 0.0 -0.1
H 3.9496 1.4918 -7.1326 0.0 -0.1 0.3
H 5.9930 -0.0156 -8.0334 0.1 -0.1 0.3
H 4.5537 -0.8572 -7.3997 0.0 0.1 0.0
O -0.8246 -3.1879 -4.5677 1.0 5.5 4.7
S -1.1403 -1.8152 -4.2774 0.7 -0.5 0.5
O -0.2343 -0.9300 -3.5984 -0.6 -0.5 -0.7
O -2.5739 -1.7724 -3.5132 0.5 -0.2 -0.6
C -3.4891 -0.9737 -4.2579 -0.2 0.6 -0.2
C -3.0435 -1.0925 -5.7097 -0.5 -0.4 0.0
O -1.6167 -1.1005 -5.6589 0.2 0.0 0.9
H -3.4070 0.0580 -3.9023 -0.1 0.0 -0.1
H -4.5110 -1.3278 -4.1097 0.2 -0.1 0.1
H -3.4027 -0.2659 -6.3245 0.3 0.0 0.1
H -3.3723 -2.0404 -6.1473 -0.1 0.1 0.0
O 1.2508 -3.4746 8.7271 -0.1 1.1 0.7
S 0.8408 -2.2481 9.3511 0.0 -0.1 -0.1
O 1.7724 -1.2752 9.8450 -0.6 -0.9 -0.6
O -0.2099 -2.6097 10.5373 0.5 -0.1 -0.8
C -1.4510 -1.9469 10.2941 -0.4 0.6 0.0
C -1.5384 -1.7953 8.7819 -0.6 -0.5 0.0
O -0.2077 -1.4985 8.3601 0.7 0.0 0.8
H -1.4185 -0.9708 10.7871 -0.1 -0.1 -0.1
H -2.2803 -2.5297 10.6989 0.3 -0.1 0.0
H -2.2240 -1.0010 8.4829 0.3 0.0 0.0
H -1.8411 -2.7343 8.3082 0.0 0.1 0.1
O -1.1415 -4.3332 -6.0294 -2.1 -4.7 -3.2
S -2.0359 -5.2780 -5.4199 0.7 0.1 -0.6
O -2.2324 -5.3646 -4.0019 0.1 0.2 -1.3
O -1.6723 -6.7599 -5.9838 -0.2 0.7 0.0
C -2.8187 -7.3229 -6.6204 -0.5 -0.3 0.1
C -3.6182 -6.1347 -7.1399 0.3 -0.2 -0.6
O -3.4922 -5.1327 -6.1319 0.3 -0.3 0.6
H -3.3854 -7.8816 -5.8696 0.0 0.0 -0.1
H -2.5155 -7.9984 -7.4224 0.2 0.2 0.1
H -4.6675 -6.3812 -7.3087 0.1 0.2 0.2
H -3.1841 -5.7408 -8.0641 0.0 -0.1 0.0
O 7.4749 -1.1842 -3.1732 5.5 -4.1 1.5
S 8.8267 -0.9401 -3.5907 -0.5 -0.6 0.6
O 9.3064 0.3619 -3.9554 -0.5 -1.0 0.4
O 9.1826 -1.9787 -4.7904 -0.2 0.3 0.6
C 10.3081 -2.7725 -4.4161 0.6 0.0 0.1
C 10.2606 -2.8522 -2.8957 -0.3 -0.5 -0.1
O 9.8301 -1.5613 -2.4691 0.2 0.5 -0.7
H 11.2137 -2.2610 -4.7558 0.0 -0.1 0.0
H 10.2514 -3.7575 -4.8830 -0.2 0.2 0.0
H 11.2309 -3.0975 -2.4615 -0.1 0.3 0.0
H 9.5177 -3.5834 -2.5621 0.1 0.0 -0.1
```
Positions in Å, forces in eV/Å.

The total energy comes out at -11981.669138 a.u. The SMILES is COCCCCCCCCP(CCCS)(CC[C@@](F)(Br)C(F)(F)Br)(C[C@H](O)CN)B(O)O.O=S1(=O)OCCO1.O=S1(=O)OCCO1.O=S1(=O)OCCO1.O=S1(=O)OCCO1.O=S1(=O)OCCO1.O=S1(=O)OCCO1. As for the lowest unoccupied orbital energy: -0.2 eV.